1.
Formula: C4H9O4
Source: the OMol25 dataset
Level of theory: the ωB97M-V functional and the def2-TZVPD basis

Calculated values
Kohn-Sham gap = 6.1 eV
multiplicity = 1
total charge = -1
total energy = -458.74985 hartree

XYZ file:
```
17
Properties=species:S:1:pos:R:3:lowdin_charge:R:1
C -0.4034 -1.7005 0.5241 -0.528
O -0.1002 -1.6889 1.8195 -0.347
C -0.1363 -0.2805 -0.2657 -0.197
C -1.0862 0.6577 0.4600 -0.181
C -0.6857 2.0293 0.4972 -0.534
O 0.6878 2.0703 0.6751 0.069
O -1.3903 3.0085 0.3248 0.054
H 0.2173 -2.3867 -0.0094 0.056
H -1.4408 -1.9071 0.5417 0.062
H -0.3603 -0.4561 -1.3706 0.109
H 0.9501 -0.0976 -0.0737 0.089
H -2.1659 0.4772 0.1545 0.143
H -1.1133 0.2800 1.5903 0.165
H 0.9924 2.9553 0.7437 0.085
H 2.1835 -1.5873 -1.3583 0.037
H 1.6562 -0.2407 -2.0096 0.082
O 2.1949 -1.1329 -2.2439 -0.163
```



2.
Formula: CH3INP
Source: the OMol25 dataset
Level of theory: the ωB97M-V functional and the def2-TZVPD basis

Calculated values
Kohn-Sham gap = 8.1 eV
multiplicity = 1
total energy = -733.60789 hartree

XYZ file:
```
7
Properties=species:S:1:pos:R:3:lowdin_charge:R:1
C 0.4215 -0.7644 0.0331 -0.840
N -0.7015 0.0420 0.0477 -0.502
P -0.8190 1.6117 -0.1627 0.783
I 2.3616 0.2195 -0.0401 0.571
H 0.5369 -1.7159 1.0792 0.174
H 0.4524 -1.3053 -0.8149 -0.044
H -2.2519 1.9124 -0.1422 -0.141
```



3.
Formula: C5H8LiO4Sn
Source: the OMol25 dataset
Level of theory: the ωB97M-V functional and the def2-TZVPD basis

Calculated values
Kohn-Sham gap (spin up / spin down) = 3.9 / 7.9 eV
multiplicity = 2
total energy = -717.99620 hartree

XYZ file:
```
19
Properties=species:S:1:pos:R:3:lowdin_charge:R:1
C -2.5102 -1.9133 0.4254 -0.134
C -1.9408 -0.5432 0.5212 -0.543
O -1.6823 0.1517 -0.4737 -0.299
Li -1.3027 2.0113 -0.4388 0.671
H -2.2920 -2.4510 1.3614 0.062
H -3.5876 -1.9014 0.2295 0.058
H -1.9821 -2.4507 -0.3769 0.068
H 0.3907 -0.6561 -0.5625 0.147
H -2.1908 0.0045 1.4552 0.069
O 2.4659 -0.3727 -1.2773 -0.417
C 0.7761 2.3367 -0.7834 -0.333
C 1.5762 -0.5415 -0.2685 -0.352
O 1.2572 2.7609 -1.8428 -0.199
O 1.8240 1.8258 0.0077 -0.331
C 1.5643 0.6221 0.7285 -0.182
Sn 2.9474 1.4120 -1.6829 1.334
H 1.7301 -1.4863 0.2908 0.129
H 2.3748 0.5212 1.4595 0.133
H 0.5817 0.6702 1.2277 0.118
```



4.
Formula: C66H86GeN2P2ScSi2
Source: the OMol25 dataset
Level of theory: the ωB97M-V functional and the def2-TZVPD basis

Calculated values
Kohn-Sham gap (spin up / spin down) = 5.5 / 4.7 eV
multiplicity = 1
total charge = -1
total energy = -6775.41422 hartree

XYZ file:
```
160
Properties=species:S:1:pos:R:3:lowdin_charge:R:1
Sc 0.1852 -0.3210 0.2678 0.425
C 1.5361 1.9770 3.8053 -0.214
Si 0.3258 1.4956 2.3448 0.626
C -1.2142 1.1383 3.4880 -0.308
C -1.8621 2.1798 4.1397 -0.107
C -2.7982 1.9592 5.1337 -0.092
C -3.0946 0.6600 5.5152 -0.094
C -2.5048 -0.3959 4.8485 -0.112
C -1.5840 -0.1765 3.8250 -0.384
P -1.0255 -1.5298 2.7242 1.090
C -2.4283 -2.7992 2.6277 -0.426
C -3.5727 -2.2209 1.7908 -0.234
C -4.3950 -3.3577 1.1904 -0.200
C -4.9447 -4.2747 2.2790 -0.206
C -3.8381 -4.7523 3.2164 -0.200
C -3.0705 -3.5603 3.7907 -0.206
C 0.3515 -2.6240 3.4379 -0.406
C 1.6948 -1.8790 3.4152 -0.230
C 2.2078 -1.5365 4.8155 -0.194
C 1.0462 -1.2198 5.7493 -0.189
C 0.1975 -2.4726 5.9774 -0.185
C 0.2624 -3.3882 4.7584 -0.203
C -0.0090 3.2922 1.6446 -0.300
C 0.4629 4.4349 2.2860 -0.114
C 0.3482 5.6981 1.7378 -0.093
C -0.2536 5.8533 0.5003 -0.096
C -0.7303 4.7394 -0.1646 -0.106
C -0.6005 3.4658 0.3846 -0.373
P -1.3136 1.9914 -0.4394 1.075
C -3.1248 2.4093 -0.1194 -0.401
C -3.8559 3.3652 -1.0540 -0.206
C -5.1917 3.7757 -0.4244 -0.189
C -5.8725 2.6039 0.2984 -0.201
C -5.3925 1.2646 -0.2495 -0.198
C -3.8970 1.0876 0.0184 -0.219
C -0.8535 2.0882 -2.2664 -0.400
C -1.3924 0.8200 -2.9639 -0.209
C -2.4550 1.1486 -4.0036 -0.189
C -1.8333 1.9643 -5.1387 -0.185
C -0.7935 2.9577 -4.6060 -0.186
C -1.0492 3.3295 -3.1461 -0.202
H 1.0446 2.5647 4.5798 0.020
H 1.9345 1.0923 4.2842 -0.014
H 2.3874 2.5380 3.4302 0.007
H -1.6097 3.1952 3.8652 0.092
H -3.2760 2.7914 5.6337 0.095
H -3.7865 0.4688 6.3254 0.095
H -2.7463 -1.4040 5.1442 0.075
H -1.9202 -3.5549 2.0051 0.102
H -4.1999 -1.5843 2.4211 0.119
H -3.1794 -1.5977 0.9835 0.069
H -5.2174 -2.9480 0.5997 0.108
H -3.7557 -3.9304 0.5160 0.106
H -5.6893 -3.7268 2.8616 0.111
H -5.4424 -5.1360 1.8274 0.105
H -4.2708 -5.3341 4.0355 0.106
H -3.1449 -5.4041 2.6777 0.114
H -3.7795 -2.9216 4.3198 0.102
H -2.3385 -3.9195 4.5097 0.082
H 0.3693 -3.3822 2.6374 0.102
H 2.4388 -2.4979 2.9148 0.096
H 1.5961 -0.9593 2.8260 0.035
H 2.7867 -2.3666 5.2243 0.112
H 2.8889 -0.6891 4.7480 0.095
H 1.4144 -0.8387 6.7040 0.111
H 0.4340 -0.4395 5.2936 0.088
H 0.5617 -3.0242 6.8485 0.107
H -0.8352 -2.1860 6.1800 0.089
H 1.1793 -3.9825 4.8122 0.114
H -0.5579 -4.1033 4.7699 0.081
H 0.9401 4.3352 3.2476 0.080
H 0.7207 6.5621 2.2733 0.096
H -0.3563 6.8334 0.0538 0.095
H -1.2015 4.8779 -1.1247 0.072
H -3.0825 2.8891 0.8693 0.118
H -3.2625 4.2627 -1.2266 0.090
H -4.0317 2.8799 -2.0144 0.093
H -5.0133 4.5833 0.2883 0.108
H -5.8453 4.1694 -1.2062 0.105
H -5.6392 2.6409 1.3640 0.111
H -6.9562 2.6870 0.1940 0.102
H -5.9466 0.4491 0.2194 0.106
H -5.5910 1.2193 -1.3215 0.110
H -3.7395 0.7094 1.0317 0.101
H -3.4982 0.3426 -0.6756 0.087
H 0.2346 1.9510 -2.1657 0.080
H -0.5688 0.3081 -3.4689 0.108
H -1.7946 0.1140 -2.2248 0.065
H -2.8821 0.2281 -4.4057 0.103
H -3.2737 1.7051 -3.5437 0.092
H -1.3393 1.2897 -5.8401 0.100
H -2.6204 2.4857 -5.6886 0.103
H 0.2011 2.5156 -4.6736 0.078
H -0.7939 3.8618 -5.2215 0.110
H -0.3238 4.0925 -2.8589 0.101
H -2.0484 3.7514 -3.0538 0.095
N 6.9555 -0.7447 4.0249 0.106
C 6.1372 -0.5154 3.2318 -0.263
C 5.1643 -0.2456 2.2967 -0.253
C 4.7891 1.0902 1.9496 -0.026
C 3.7984 1.3275 1.0679 -0.080
N 3.0623 0.3096 0.4696 -0.204
C 3.4200 -0.9922 0.8007 -0.115
C 4.4237 -1.2794 1.6542 -0.038
H 5.3242 1.9096 2.4078 0.115
H 3.5119 2.3326 0.7911 0.124
H 2.8233 -1.7675 0.3343 0.109
H 4.6553 -2.3105 1.8739 0.119
C 2.1236 0.5339 -0.5750 -0.385
Ge 3.2418 0.3330 -2.3260 1.093
C 2.6141 0.3598 -4.2255 -0.243
C 2.2126 -0.8192 -4.8475 -0.119
C 1.7108 -0.8222 -6.1328 -0.091
C 1.6136 0.3641 -6.8437 -0.098
C 2.0490 1.5432 -6.2591 -0.109
C 2.5297 1.5387 -4.9629 -0.126
C 4.5177 1.8935 -2.3548 -0.259
C 5.8897 1.8708 -2.5612 -0.097
C 6.6294 3.0409 -2.6158 -0.094
C 6.0071 4.2678 -2.4647 -0.102
C 4.6397 4.3142 -2.2487 -0.091
C 3.9151 3.1385 -2.1954 -0.150
C 4.0393 -1.4928 -2.2406 -0.271
C 3.1380 -2.5437 -2.0781 -0.157
C 3.5642 -3.8582 -2.0464 -0.081
C 4.9107 -4.1556 -2.1883 -0.095
C 5.8181 -3.1232 -2.3502 -0.091
C 5.3822 -1.8099 -2.3706 -0.094
H 1.9239 1.6261 -0.5715 0.011
H 2.3139 -1.7549 -4.3185 0.073
H 1.4046 -1.7584 -6.5808 0.103
H 1.2186 0.3688 -7.8495 0.096
H 2.0074 2.4719 -6.8146 0.103
H 2.8716 2.4656 -4.5209 0.090
H 6.4003 0.9284 -2.6888 0.074
H 7.6976 2.9913 -2.7866 0.098
H 6.5834 5.1821 -2.5148 0.096
H 4.1367 5.2652 -2.1257 0.101
H 2.8455 3.1912 -2.0214 0.092
H 2.0804 -2.3200 -1.9607 0.084
H 2.8474 -4.6585 -1.9130 0.100
H 5.2521 -5.1823 -2.1751 0.097
H 6.8713 -3.3428 -2.4660 0.098
H 6.1086 -1.0207 -2.4907 0.074
C -3.0978 -2.8267 -2.5566 -0.177
Si -1.2661 -3.2481 -2.1292 0.452
C -0.3145 -3.0699 -3.7830 -0.189
C -1.2407 -5.1510 -1.7786 -0.197
C -0.6549 -2.2715 -0.6466 -0.373
H -3.6699 -3.7248 -2.7786 0.017
H -3.1527 -2.1827 -3.4291 0.003
H -3.6001 -2.3134 -1.7419 0.000
H -0.8510 -3.5747 -4.5837 0.026
H 0.6773 -3.5107 -3.7251 0.009
H -0.2032 -2.0292 -4.0698 -0.003
H -1.8068 -5.7188 -2.5119 0.011
H -1.6559 -5.3805 -0.8012 0.004
H -0.2197 -5.5240 -1.7895 0.006
H 0.1383 -2.9053 -0.1905 -0.028
H -1.4985 -2.3642 0.0579 -0.079
```